205
Properties=species:S:1:pos:R:3:forces:R:3:mulliken_charge:R:1 method="wB97M-V/def2-TZVPD" homo_energy_ev=-7.44 e_tot_ev=-138594.499 orbital_gap_ev=7.505
C -2.91570 1.09338 -0.56205 -0.378 0.683 0.121 0.7383
C -1.43197 0.85952 -0.71651 0.866 -0.974 -0.919 1.4044
C -0.90677 -0.47281 -0.13841 -0.580 0.244 0.929 -0.0784
N 0.57330 -0.56014 0.08269 0.355 1.043 -1.349 1.2177
C 0.95473 -1.99663 0.41860 -0.478 0.617 0.639 -0.2469
C 2.41847 -2.15605 0.75299 0.959 -0.236 -0.301 0.7268
C 2.82483 -1.17550 1.83046 -0.577 0.659 0.494 0.5039
C 2.41465 0.25069 1.48211 0.260 1.035 0.232 -1.3513
C 0.93610 0.42497 1.17463 0.607 -1.424 0.652 0.0792
C 1.21387 -0.16710 -1.22135 -0.096 -0.238 -0.177 0.0475
H -3.32348 1.00668 0.44742 0.311 -0.447 -0.020 -0.1174
H -3.48495 0.49286 -1.26617 -0.156 -0.001 0.110 -0.5182
H -3.08390 2.15042 -0.78237 -0.081 -0.062 -0.354 -0.9074
H -0.87269 1.75770 -0.45220 0.146 -0.234 0.378 -0.5636
H -1.22118 0.68105 -1.77662 -0.223 0.768 -0.196 -0.0585
H -1.15095 -1.26708 -0.84198 -0.207 -0.153 0.231 0.2992
H -1.33876 -0.64644 0.84963 -0.137 -0.326 -0.123 -0.7660
H 0.37686 -2.22299 1.32254 -0.145 -0.054 -0.079 -0.1020
H 0.59664 -2.59111 -0.42057 0.101 -0.069 -0.022 0.7756
H 2.60843 -3.17386 1.10411 -0.286 -0.035 0.055 -0.4722
H 3.09532 -2.07773 -0.10578 -0.272 0.193 -0.239 0.2069
H 2.28249 -1.45426 2.73920 0.109 0.068 0.116 -0.8817
H 3.88656 -1.15126 2.07155 0.045 -0.424 -0.136 0.2120
H 2.66438 0.93135 2.30056 -0.174 -0.226 0.261 0.7649
H 3.02110 0.68861 0.68123 -0.057 -0.338 -0.289 0.0397
H 0.31478 0.08980 2.01123 0.195 0.129 0.215 -0.1464
H 0.69134 1.45524 0.92914 -0.075 -0.184 -0.497 0.0732
H 2.29554 -0.27055 -1.25207 -0.014 0.083 0.495 0.2374
H 0.94006 0.86609 -1.41947 0.172 -0.031 -0.073 -0.4523
H 0.81466 -0.83302 -1.98831 -0.132 0.154 0.038 -0.0042
C -0.19958 -1.36907 4.76481 -1.580 -0.534 -1.447 0.0694
O 0.30579 -0.06353 4.56501 0.687 0.007 0.462 -0.0738
O -0.62019 -1.91153 3.59928 1.345 -0.378 1.004 -0.8084
C 0.83934 -2.14125 5.60945 -0.821 0.316 -0.068 0.2572
F 0.35737 -3.37737 5.93782 0.323 0.148 -0.476 -0.3432
F 2.02622 -2.30276 5.00593 -0.016 0.080 0.518 0.0038
F 0.98409 -1.52912 6.80958 0.631 -0.001 -0.391 -0.3273
C -0.62484 0.99140 4.45138 0.710 0.611 0.737 1.2679
C 0.23567 2.24267 4.32916 0.207 -0.153 -0.792 -1.4778
H 0.80404 2.42556 5.23913 -0.340 0.169 0.176 0.3906
H 1.01038 2.09720 3.56903 -0.135 -0.132 -0.142 0.0695
H -0.35088 3.09759 3.99712 -0.035 0.146 0.473 0.5187
H -1.18579 1.11982 5.38455 -0.292 -0.373 -0.017 0.5394
H -1.33093 0.87995 3.62499 0.349 -0.165 -0.102 -1.0985
H -1.03258 -1.34538 5.49839 0.162 0.395 0.250 -0.0805
O -0.18672 -2.12952 -3.50548 -0.422 0.255 0.071 -0.0364
C -0.78116 -2.47455 -4.49973 0.510 -1.239 -0.448 0.6518
O -2.02693 -2.94971 -4.54669 -0.108 0.834 0.503 -0.3834
C -2.78459 -2.84070 -3.34826 -1.658 -0.422 2.062 0.6689
C -4.28747 -2.88191 -3.64137 0.521 -0.209 -1.140 -1.2618
C -0.14545 -2.61475 -5.84855 0.549 0.644 -0.920 -1.1859
H -2.60608 -1.97365 -2.70985 0.528 0.446 -0.739 -0.3449
H -2.57335 -3.64282 -2.63516 0.421 -0.394 -0.483 0.2237
H -4.90239 -3.11580 -2.77722 0.281 0.235 0.262 0.2541
H -4.48054 -3.67895 -4.36475 -0.025 0.028 -0.044 0.4362
H -4.59819 -1.94063 -4.09469 -0.181 0.009 0.123 0.1954
H -0.86286 -2.67620 -6.66334 -0.177 -0.129 0.185 0.3575
H 0.52374 -3.47263 -5.92261 -0.204 -0.196 0.376 0.2987
H 0.50075 -1.76192 -6.07134 -0.090 0.071 0.261 0.2964
O 4.80418 -4.95251 -0.00947 -0.327 0.176 -0.102 -0.5211
C 4.49384 -5.94856 -0.62940 0.372 0.837 0.005 0.7531
O 3.29822 -6.17815 -1.14872 0.187 -0.690 -0.732 -0.3914
C 2.33269 -5.13453 -1.32765 0.206 -0.039 0.280 0.8958
C 2.63442 -4.31162 -2.55791 0.319 1.046 -0.193 -0.6632
C 5.47980 -7.03478 -0.93246 -0.376 -0.182 0.627 -1.3758
H 2.36276 -4.53656 -0.41909 -0.462 0.041 -0.062 -0.5576
H 1.40425 -5.68417 -1.46090 -0.098 0.150 0.333 0.4155
H 3.37369 -3.52576 -2.36846 0.365 -0.386 0.180 -0.0888
H 1.79048 -3.69818 -2.88865 -0.352 -0.467 0.072 -0.1856
H 2.98731 -4.91629 -3.39309 -0.120 -0.108 0.033 0.5592
H 5.17263 -7.58507 -1.81585 0.257 -0.078 -0.025 0.3793
H 5.47673 -7.69454 -0.06110 0.016 -0.196 -0.149 0.3159
H 6.46933 -6.59043 -0.97971 0.013 -0.056 -0.268 0.3373
O -8.98593 0.98333 1.24575 0.652 0.532 -0.403 -0.5380
C -8.93254 2.19793 1.33546 -0.634 -1.516 0.528 0.7629
O -7.90950 2.95147 0.98609 0.060 1.002 0.483 -0.4018
C -6.73402 2.41492 0.39930 0.565 -1.047 -0.766 0.9246
C -5.70325 3.50056 0.21085 -0.301 0.906 -1.107 -1.0761
C -10.07005 2.97343 1.92846 0.197 0.263 -0.260 -1.2087
H -7.04258 1.97357 -0.55247 0.226 0.368 -0.228 -0.0326
H -6.31392 1.55300 0.92531 -0.222 0.282 0.642 -0.2425
H -6.10419 4.26451 -0.46694 -0.426 0.145 0.320 0.3637
H -4.86296 3.18811 -0.40661 0.152 -0.597 0.548 -0.1715
H -5.35751 4.03020 1.09389 -0.040 -0.488 0.302 0.6342
H -9.71855 3.46882 2.83303 -0.107 0.173 -0.070 0.3168
H -10.88402 2.29687 2.16269 0.036 -0.045 0.005 0.3382
H -10.39874 3.70844 1.19266 -0.044 0.177 0.227 0.3220
O 6.25720 -3.08825 7.20188 0.275 -0.225 -0.736 -0.6014
C 5.12049 -2.99071 6.80939 0.305 0.418 1.715 0.5991
O 4.68671 -3.25872 5.57971 -0.565 -0.009 0.212 -0.1215
C 5.61811 -3.63872 4.59423 0.545 -0.590 -1.298 -0.5685
C 4.89965 -4.38657 3.46101 0.347 -0.198 0.399 -0.2492
C 4.01887 -2.52219 7.74451 -0.562 -0.545 -1.509 -0.7338
H 6.41942 -4.26597 4.98999 -0.171 0.057 0.332 0.4391
H 6.09098 -2.74537 4.17978 -0.041 0.071 0.148 0.1472
H 4.16091 -3.76130 2.96223 0.010 -0.008 -0.062 -0.5214
H 4.42969 -5.31917 3.77982 -0.246 0.235 0.362 0.4746
H 5.63622 -4.75043 2.74129 0.052 0.416 -0.171 0.4586
H 4.10507 -2.95436 8.73398 0.290 0.140 0.047 0.3603
H 3.09815 -2.85832 7.26959 -0.238 0.158 0.386 0.0409
H 3.99733 -1.43426 7.74645 0.089 0.014 0.222 0.2438
O 4.32824 0.88592 -2.57524 -0.025 0.389 0.221 -0.3148
C 5.05789 0.17622 -3.20916 0.161 -0.789 -0.229 0.7816
O 6.36136 0.40860 -3.45680 -0.492 0.561 0.147 -0.3941
C 6.97864 1.50936 -2.76702 1.075 0.091 0.688 0.1139
C 8.45519 1.18290 -2.74652 0.646 -0.002 0.464 -1.4882
C 4.64712 -1.12300 -3.84697 0.296 0.024 -0.669 -1.0479
H 6.59713 1.59923 -1.75051 -0.220 -0.208 -0.062 0.2249
H 6.88634 2.49229 -3.23352 -0.633 -0.275 -0.494 0.2991
H 9.04353 1.88947 -2.15561 -0.326 0.360 -0.112 0.4063
H 8.88070 1.18498 -3.74951 -0.055 -0.205 -0.013 0.3902
H 8.66589 0.23896 -2.24041 -0.237 -0.215 -0.327 0.2249
H 3.58744 -1.32807 -3.73152 0.012 0.043 0.163 -0.0026
H 5.26412 -1.95855 -3.51670 -0.093 0.060 0.337 0.3607
H 4.89102 -1.04708 -4.91030 -0.190 0.040 -0.042 0.4766
O 0.62491 2.90914 -5.75286 -0.484 0.589 -0.243 -0.6359
C 0.34338 2.24910 -4.78657 1.266 -0.009 0.104 -0.0862
O -0.36295 2.69743 -3.74156 0.001 -0.547 -0.302 0.2202
C -0.94124 3.99269 -3.85531 -0.629 0.670 -0.095 -0.3641
C -1.79243 4.19378 -2.61817 -0.126 -0.576 0.076 0.5608
C 0.90946 0.86131 -4.60981 -0.021 0.281 -0.292 0.3602
H -1.60489 4.05977 -4.72352 0.105 -0.384 -0.115 0.3720
H -0.19817 4.76745 -4.04899 0.277 -0.198 0.421 -0.0269
H -2.53810 3.39271 -2.61206 -0.236 0.208 -0.119 -0.3063
H -2.28862 5.16347 -2.63281 0.032 0.005 0.059 0.5566
H -1.27309 4.04043 -1.67280 0.388 0.357 -0.146 -0.6736
H 1.62750 0.68119 -5.40770 -0.198 0.137 -0.234 0.5406
H 0.08800 0.15484 -4.72163 0.216 -0.224 0.572 -0.0994
H 1.49681 0.78716 -3.69570 -0.539 -0.206 0.309 -0.5265
O -1.60006 6.06579 2.74268 -0.481 0.400 -0.624 -0.6266
C -1.79870 5.35165 1.78603 1.509 -0.443 2.181 0.0282
O -2.80517 5.42251 0.94955 -1.031 -0.783 -1.647 0.0086
C -3.74447 6.48331 0.89370 -0.025 0.992 0.963 -0.0663
C -3.20688 7.58951 0.01407 0.179 -0.464 -0.280 -1.2129
C -0.92539 4.13362 1.50734 -1.322 0.468 -0.276 0.5179
H -3.95680 6.84185 1.90464 0.278 0.057 0.032 0.4402
H -4.70698 6.12950 0.52753 0.292 -0.514 -0.234 0.0950
H -2.23165 7.91658 0.37350 -0.203 0.350 0.223 0.3512
H -3.93916 8.39261 -0.05467 0.223 0.181 0.025 0.4193
H -3.01398 7.18897 -0.98464 -0.207 0.054 -0.075 0.1596
H -0.81218 4.11473 0.42457 0.548 -0.411 0.090 -0.2613
H -1.53567 3.28294 1.82620 0.053 -0.156 -0.205 -0.4381
H -0.02319 4.13880 2.10371 0.189 0.262 -0.284 0.5074
C 2.49040 5.92600 -3.94248 -0.163 0.482 0.506 -1.0468
C 3.84199 5.25428 -3.72729 -0.210 -0.027 -0.434 -0.7350
C 3.68502 3.78267 -3.30997 -0.249 -0.023 -0.349 0.7473
C 2.71181 3.51796 -2.23225 0.323 0.353 -0.109 0.1172
N 1.93136 3.32820 -1.41091 -0.027 -0.060 -0.016 -0.4477
H 1.88134 5.45982 -4.71887 0.272 -0.244 -0.081 0.1703
H 2.61163 6.97307 -4.22436 0.052 -0.012 0.017 0.4370
H 1.89340 5.90573 -3.02706 0.030 0.049 0.027 0.3050
H 4.51549 5.79240 -3.06027 -0.376 0.099 0.332 0.3812
H 4.34983 5.30070 -4.69416 0.158 -0.403 0.042 0.3457
H 4.62899 3.31518 -3.04276 -0.012 -0.010 0.060 -0.3699
H 3.29357 3.25709 -4.18499 0.061 -0.208 0.031 0.1461
C -3.55776 -1.04389 4.55455 0.085 -0.576 -0.291 0.0842
C -3.26030 -1.22612 3.05836 -0.056 -0.861 0.352 0.3796
O -3.18517 0.12089 2.58967 -0.121 0.099 -0.504 0.9427
C -3.76765 0.94881 3.47144 0.101 -0.430 -0.224 0.1505
O -4.08515 2.07012 3.20630 0.053 0.149 0.298 -0.5533
O -3.92317 0.32477 4.64678 -0.693 0.882 0.305 -0.4516
H -2.69548 -1.21783 5.19946 -0.207 0.061 -0.286 -0.3084
H -4.38042 -1.66936 4.90294 -0.066 0.148 -0.028 0.3815
H -4.03545 -1.74997 2.50193 -0.273 0.153 0.129 0.3324
H -2.30814 -1.74883 2.94670 0.026 0.391 -0.086 -0.5309
C -0.09763 -5.30249 3.61837 -0.292 1.211 0.839 -0.0878
C 1.21504 -4.60377 3.29046 -0.231 0.604 0.080 0.6113
O 1.80681 -5.49833 2.34371 1.168 0.532 0.173 -0.2193
C 0.95490 -6.43584 1.96726 -0.647 -0.611 -0.471 0.5547
O 1.15909 -7.22873 1.09133 -0.082 0.208 0.362 -0.5947
O -0.19319 -6.35242 2.67424 0.066 -0.462 -0.086 -0.3717
H -0.96411 -4.64364 3.55675 0.116 0.029 -0.329 0.0787
H -0.05408 -5.61534 4.66485 -0.109 -0.742 -0.281 0.2331
H 1.80340 -4.44263 4.18983 0.443 -0.599 -0.223 -0.0442
H 1.13905 -3.60656 2.85259 -0.439 -0.199 -0.171 -0.2979
C -6.53791 3.86258 -4.73260 0.478 1.280 1.617 -0.3896
C -6.17414 4.16689 -3.22086 -0.292 0.237 -2.118 -0.3162
O -5.84773 2.87844 -2.77364 0.251 0.107 1.872 0.0634
C -5.59772 2.02643 -3.76377 0.205 -0.139 -0.533 0.3830
O -5.06097 0.97187 -3.64499 -0.289 0.169 -0.096 -0.3962
O -6.03004 2.56420 -4.92322 -0.187 -0.498 -0.684 -0.4246
H -5.98190 4.55606 -5.35855 -0.308 -0.079 -0.327 0.3257
H -7.61555 3.97478 -4.83410 0.014 -0.525 -0.563 0.2845
H -7.01014 4.61744 -2.69352 0.005 -0.348 0.283 0.3376
H -5.32551 4.85264 -3.19852 0.181 -0.252 0.392 0.1498
C -7.10109 -0.93462 -0.58056 -0.944 0.153 0.444 -0.3749
C -6.97959 -1.48275 0.84425 -0.110 -0.060 -0.517 -0.2415
O -5.73559 -2.17852 0.78530 0.529 -0.068 -0.100 -0.4223
C -5.01073 -1.68490 -0.23459 0.208 0.344 0.427 0.5184
O -3.85876 -1.91211 -0.41724 0.445 -0.403 -0.157 -0.3819
O -5.73171 -0.83565 -0.97993 -0.582 -0.139 -0.347 -0.0244
H -7.58747 0.03420 -0.58426 0.324 0.155 0.085 0.1955
H -7.72044 -1.54230 -1.24448 0.572 -0.414 -0.148 0.2832
H -7.69729 -2.24841 1.12887 -0.349 0.502 0.063 0.3846
H -6.90838 -0.63851 1.53228 -0.133 -0.329 0.272 0.1771
C 6.90169 -2.26685 1.16400 -0.272 -2.592 0.744 0.1833
C 7.03549 -1.56698 -0.14613 0.294 0.746 0.125 -0.1979
O 6.55747 -0.25993 0.20010 0.150 0.661 -0.465 -0.0521
C 6.37930 -0.11372 1.55080 -0.371 -1.260 -0.860 0.5293
O 6.11106 0.90189 2.08451 0.014 0.336 0.269 -0.5597
O 6.45265 -1.34521 2.12239 0.091 1.467 0.230 -0.2799
H 7.79977 -2.73623 1.56931 0.143 0.103 -0.308 0.3509
H 6.14475 -3.05038 1.06474 0.070 -0.022 0.211 -0.2255
H 6.42445 -2.04861 -0.90780 -0.170 0.367 -0.071 0.0571
H 8.06374 -1.49968 -0.50450 -0.040 0.128 0.004 0.3104



11
Properties=species:S:1:pos:R:3:forces:R:3:mulliken_charge:R:1 method="wB97M-V/def2-TZVPD" homo_energy_ev=-2.97 e_tot_ev=-19486.947 de_lowest_kcal_mol=80.7 orbital_gap_ev=5.473 total_charge=-1
C -0.32084 -0.78115 0.36332 -4.006 1.743 0.015 -0.2583
C -1.42314 -0.56586 -0.53559 1.793 0.754 0.540 -0.0188
N -1.10116 1.58432 -0.45222 1.613 3.977 0.807 -0.3031
N -0.42705 1.36335 0.56532 1.881 -0.235 4.314 0.4865
N -1.79744 0.64887 -0.94793 -1.039 -4.302 -1.066 -0.3413
O 0.32147 2.09808 1.29450 -2.032 -1.877 -3.061 -0.5406
S 2.86055 -0.88290 -0.67030 -0.998 -1.383 -1.204 -0.8218
H -0.35419 -1.54489 1.12899 -0.095 0.082 0.051 0.2696
H -1.85305 -1.43798 -0.91371 -1.516 -0.893 -0.625 0.4281
H 3.50078 -0.05454 0.06071 0.980 1.320 1.164 -0.0493
H 0.59406 -0.42728 0.10693 3.419 0.814 -0.936 0.1490